The following is a DFT calculation (the ωB97M-V functional and the def2-TZVPD basis) of a molecular structure, C31H49B2CoN14O.

The geometry in XYZ format:
```
98
Properties=species:S:1:pos:R:3:forces:R:3
Co 0.301950 0.042752 0.234997 0.093 -0.386 0.371
O -0.592474 1.005604 -2.180749 0.177 0.118 0.290
N -1.133454 -2.555065 -2.385442 -0.134 -0.043 -0.046
N 2.168426 -1.835793 -1.170504 -0.060 0.118 0.100
N 3.354761 0.293575 -0.412358 0.075 -0.181 0.143
N 0.368242 -1.698472 1.406282 0.003 0.015 0.124
N 0.144173 1.161352 -1.177758 -0.216 0.323 -0.546
N -0.256549 -2.815211 0.886419 0.067 0.076 -0.191
N -1.991644 -0.398036 0.188423 0.144 0.001 -0.256
N -0.151359 1.592724 1.626142 -0.107 -0.008 -0.044
N -2.418575 -1.698456 0.201067 0.062 -0.071 0.118
N -1.093692 0.216909 3.194715 -0.147 0.066 -0.017
N -1.198349 2.513765 3.541295 0.004 -0.002 -0.008
N 0.884258 -1.310851 -1.440956 -0.111 -0.062 -0.116
N 2.388453 0.522263 0.495907 -0.033 0.091 -0.057
N 0.733400 -1.024771 -2.930938 -0.055 0.102 0.048
C 2.260255 -3.064824 -1.775204 0.067 -0.044 -0.045
C 2.125128 -1.260846 3.105697 0.053 0.036 -0.079
C 0.251221 -2.279023 -2.375274 -0.029 0.046 0.073
C -4.216465 -0.485655 -0.190954 0.050 -0.137 -0.045
C -1.995997 0.980784 5.289395 -0.036 -0.001 0.008
C 1.753711 -1.569078 4.559596 -0.029 0.003 0.025
C 1.171632 -3.419482 -2.466190 -0.022 -0.010 0.055
C 4.390092 1.109273 -0.201637 0.026 0.024 -0.038
C 1.643279 1.555179 -3.977076 0.018 0.031 -0.001
C 3.624541 -1.440847 2.870622 -0.015 -0.004 0.035
C -3.497915 2.287283 -1.553066 -0.075 0.008 -0.012
C 0.390870 -3.936375 1.330214 -0.003 -0.041 0.079
C 0.623916 0.002699 -5.669591 0.023 0.004 -0.038
C 0.369209 0.849735 -4.423298 -0.068 0.069 0.009
C -0.853320 3.886314 3.199022 -0.003 0.030 -0.028
C -0.228232 -0.030619 -3.332997 0.071 -0.243 -0.149
C -3.761249 -1.755084 -0.030836 -0.149 0.015 -0.063
C -3.064616 0.332365 -0.061694 0.099 0.082 0.037
C 1.390904 -3.558590 2.161554 -0.051 -0.020 -0.043
C -1.953120 -1.756987 -3.180280 0.057 -0.055 0.074
C -0.821790 1.476503 2.745400 0.151 -0.069 0.060
C -2.091743 -0.073257 4.206815 -0.026 0.039 -0.018
C 0.169471 2.946061 1.170968 -0.169 0.095 -0.067
C -2.135936 2.346659 4.646580 0.036 -0.018 0.014
C -1.570275 -0.575211 -3.649849 0.043 0.091 0.050
C 0.383816 3.901462 2.326921 -0.001 -0.012 0.049
C -3.912214 2.443046 0.922727 0.016 0.033 0.030
C 2.841842 1.509013 1.278203 -0.003 -0.097 0.129
C 4.108861 1.917487 0.885046 -0.021 -0.008 -0.025
C 1.327746 -2.142066 2.202679 -0.065 0.014 -0.017
C -3.039389 1.823281 -0.170635 0.117 0.014 0.060
B -1.578013 -2.850805 0.336195 0.021 0.035 0.031
B 3.424523 -0.940826 -1.357246 0.055 0.028 0.040
H 1.248130 3.589003 2.919249 -0.005 0.017 -0.002
H -1.029350 0.903523 5.790177 0.015 0.001 0.004
H 4.181585 -0.706964 3.452429 0.008 0.009 0.008
H -0.917134 -0.492772 2.502213 0.026 -0.008 0.003
H 1.976865 -2.605732 4.816562 0.012 -0.015 -0.002
H 2.329657 -0.929685 5.228919 0.004 0.014 0.001
H -5.224968 -0.166946 -0.385279 -0.031 -0.002 0.010
H 2.000409 2.193403 -4.785048 0.010 -0.004 -0.013
H -3.689554 2.018560 1.902143 0.054 0.001 0.060
H -2.235850 0.015334 -4.261456 -0.010 0.023 -0.008
H -1.890316 -1.068271 4.604816 0.000 0.001 0.014
H -2.054118 -3.915751 0.139997 -0.012 -0.012 -0.030
H 2.421971 0.831654 -3.740948 0.012 -0.023 0.006
H 3.189466 -3.600786 -1.664247 0.013 -0.029 0.018
H 0.693490 -1.388445 4.744470 -0.001 -0.003 -0.002
H -1.694624 4.375683 2.692145 0.028 -0.011 -0.012
H -0.401941 1.593837 -4.651673 0.015 0.006 -0.010
H -0.636262 3.339311 0.535555 0.026 -0.004 0.040
H -4.972235 2.279482 0.722129 -0.018 -0.032 -0.009
H -4.504634 1.923444 -1.769478 -0.015 0.011 0.011
H 5.266594 1.037865 -0.822631 0.035 0.008 -0.016
H -2.778220 0.841242 6.034667 -0.005 -0.002 0.001
H -2.832738 1.934562 -2.338187 0.003 -0.013 0.007
H -3.163386 2.498405 4.294642 -0.026 -0.001 -0.002
H 2.233272 1.871454 2.087872 0.053 -0.041 0.020
H 1.051518 2.898920 0.536855 -0.010 0.014 0.017
H 4.727286 2.680311 1.321253 0.028 0.024 0.017
H -2.928625 -2.171756 -3.390924 -0.022 -0.015 -0.015
H -3.528082 3.376698 -1.591293 0.020 0.012 0.001
H -2.007434 2.129492 -0.006351 -0.044 -0.023 -0.062
H -0.285312 -0.467523 -6.045091 -0.012 -0.008 0.012
H 0.983482 -4.333929 -2.999935 -0.011 -0.032 -0.031
H 3.887716 -1.318061 1.822590 0.001 0.043 -0.091
H 2.072087 -4.192638 2.698615 0.038 -0.029 0.014
H 3.948000 -2.433343 3.191511 0.000 -0.018 -0.003
H -1.312056 -3.545030 -2.481426 -0.025 0.029 0.080
H 1.489510 2.188660 -3.103283 -0.024 0.001 -0.001
H -0.680731 4.423444 4.134207 -0.004 0.000 -0.032
H -3.103290 -0.085948 3.778922 0.006 0.001 0.023
H 0.038808 -4.910742 1.038893 0.004 -0.038 -0.025
H 1.356772 -0.775238 -5.454692 0.011 -0.008 0.011
H -4.268999 -2.704419 -0.049840 -0.026 -0.024 -0.005
H 4.355449 -1.640649 -1.032158 0.039 0.014 -0.005
H 3.537702 -0.557607 -2.497705 -0.043 -0.012 -0.035
H -1.926311 3.135998 5.369793 -0.006 -0.031 0.006
H 1.026146 0.636037 -6.459181 -0.003 0.004 -0.015
H 1.834535 -0.235919 2.891258 0.022 0.086 -0.034
H -3.749257 3.520629 0.969876 -0.013 0.014 -0.014
H 0.579275 4.910740 1.965907 -0.017 0.007 -0.014
```
Positions in Å, forces in eV/Å.

Calculated values
Spin multiplicity: 4
Calculated total energy (hartree): -3484.7186
Relative energy (zero: lowest compared OMol25 entry of this formula, charge and spin) (kJ/mol): 31.0
Net charge: +1
Frontier orbital gap (alpha / beta) (hartree): 0.284 / 0.261

Löwdin population analysis, charges in e, atoms 1 to 4:
1 Co 0.539
2 O -0.078
3 N 0.099
4 N -0.033

---

The following is a DFT calculation (the ωB97M-V functional and the def2-TZVPD basis) of a single C21H25N3O5S molecule in a non-equilibrium geometry.

The geometry in XYZ format:
```
55
Properties=species:S:1:pos:R:3:forces:R:3
S -0.326633 1.628643 2.146209 -0.622 0.132 0.181
O 0.424106 1.019006 3.202649 0.056 -0.264 -0.241
O -3.895699 2.694742 -1.641578 -0.079 0.129 -0.064
O -2.563012 -4.199447 -0.000644 0.247 0.112 0.115
O 4.715751 -0.475695 -2.085648 -0.051 -0.010 -0.138
O -0.612780 3.031755 2.269999 -0.047 -0.060 -0.065
N 3.948873 0.097597 -0.016736 0.174 0.016 0.428
N -1.823927 0.901606 2.051679 0.709 0.748 0.306
N -1.408171 1.596796 -0.826211 -0.246 -0.040 -0.134
C -0.073718 1.222961 -0.650820 0.089 -0.066 -0.233
C -1.731747 2.997302 -0.573305 -0.295 0.258 -0.061
C -0.993893 -1.298480 1.491240 -0.168 -0.092 -0.008
C -2.067913 1.142877 -2.039098 -0.367 -0.002 0.097
C 6.373744 -1.225165 1.095066 0.024 -0.096 0.065
C 0.525788 1.249781 0.610474 -0.281 0.098 0.523
C -3.516178 -2.028507 0.591206 -0.009 -0.297 -0.108
C -3.248846 3.160169 -0.480712 0.364 0.169 0.065
C -3.296797 -0.762260 1.107741 0.284 0.243 0.207
C 2.625482 0.447469 -0.272809 -0.589 0.186 -0.118
C 6.795473 0.184040 0.856570 0.074 0.084 0.035
C 2.032387 0.368546 -1.530847 0.204 -0.089 0.002
C -1.208184 -2.556457 0.972332 -0.214 -0.132 -0.142
C -2.467703 -2.935725 0.504930 0.113 0.106 0.054
C 6.231380 -0.627753 -0.281963 0.228 -0.097 -0.175
C -2.036919 -0.376723 1.547227 -0.051 -0.787 -0.204
C 1.842526 0.881605 0.792323 0.366 -0.095 -0.142
C 0.718861 0.749910 -1.705168 -0.265 0.196 0.252
C -3.817219 -4.646916 -0.453196 -0.148 -0.057 -0.055
C 4.903547 -0.333812 -0.895778 0.159 -0.008 0.217
C -3.576189 1.345000 -1.879439 0.226 -0.271 -0.186
H -4.096146 1.066112 -2.797614 0.050 -0.062 0.065
H -2.575713 1.560094 1.930153 0.096 0.199 -0.061
H -1.862028 0.080657 -2.180228 -0.006 0.009 -0.060
H 7.850943 0.407018 0.827205 0.056 -0.034 -0.039
H 5.481395 -1.421236 1.671034 -0.108 0.048 -0.001
H 2.233704 0.915945 1.797880 0.151 -0.072 0.085
H -0.026430 -1.024645 1.876846 0.135 -0.128 0.030
H 4.215250 0.185952 0.953413 0.054 -0.045 -0.179
H -1.733608 1.708649 -2.923263 0.040 -0.072 0.002
H 6.203255 0.990779 1.262757 -0.116 0.019 0.004
H -3.510058 4.215035 -0.385173 0.038 -0.070 0.086
H -1.266432 3.329433 0.353300 -0.098 0.069 -0.234
H -0.406572 -3.275494 0.920677 0.117 -0.087 0.003
H -3.934813 0.717734 -1.050804 0.021 0.041 -0.102
H -3.629570 2.615172 0.397045 -0.017 0.040 -0.017
H 0.304343 0.690935 -2.697961 -0.082 0.003 -0.083
H -4.185617 -4.039814 -1.286886 0.002 -0.009 0.036
H 6.930972 -0.964381 -1.036877 -0.050 0.027 0.075
H -1.363638 3.622237 -1.403425 -0.002 0.004 0.046
H 2.612217 0.017893 -2.368499 -0.009 -0.002 -0.013
H -3.659074 -5.668228 -0.795908 -0.069 0.069 0.007
H -4.124201 -0.071474 1.186172 -0.088 0.087 -0.021
H -4.559239 -4.647485 0.351829 0.014 0.016 -0.028
H 7.138356 -1.974583 1.230524 0.062 -0.016 -0.042
H -4.509672 -2.289157 0.262127 -0.078 -0.052 -0.033
```
Positions in Å, forces in eV/Å.

Calculated values
Spin multiplicity: 1
Calculated total energy (hartree): -1753.8381
Relative energy (zero: lowest compared OMol25 entry of this formula, charge and spin) (kJ/mol): 396.9
Frontier orbital gap (hartree): 0.320

Löwdin population analysis, charges in e, atoms 1 to 4:
1 S 0.680
2 O -0.281
3 O -0.121
4 O -0.089

---

- Look up the spin multiplicity of the second one.
  1

---

- What is the formula in the second record?
  C21H25N3O5S